Formula: C11H38O8
Source: the Open Molecules 2025 dataset
Level of theory: ωB97M-V with the def2-TZVPD basis set

Each line ends with the Löwdin charge.
Element x y z (Å)
H 4.722870 24.120732 7.894473  0.068
O 5.076803 23.886720 2.772758  -0.076
H 4.254300 20.734501 2.499519  0.055
H 1.143725 24.580814 3.194140  0.071
H -3.316523 24.262364 2.850460  0.098
H 1.223255 22.484787 2.822295  0.034
H -2.626675 26.328726 2.290169  0.061
H 4.677596 24.036426 3.614163  0.033
C 4.830336 23.101437 7.681476  -0.175
C 2.953713 20.334937 7.208161  -0.048
O -1.147451 22.943252 0.998384  -0.115
O -2.514058 24.501508 3.357834  -0.112
H 2.715780 23.046992 5.360767  0.044
C 1.708478 25.333096 3.766418  -0.083
H 0.296880 24.264287 0.823404  0.041
H 4.041595 22.724115 7.046208  0.027
H 1.699161 21.274127 3.931766  0.053
H 3.272796 23.029696 2.209560  0.093
H 2.664380 25.759488 5.561923  0.113
H 1.019765 20.830057 8.024856  0.116
C 0.076044 23.332413 0.363904  -0.167
H 2.912508 19.295917 7.510032  0.082
H 0.905697 20.229800 6.444371  0.089
H 1.082092 20.833603 2.236930  0.112
C 4.719473 21.549346 3.009046  -0.069
H 1.134181 26.238886 3.812274  0.070
H 4.291724 22.580850 9.378712  0.052
O 5.046066 22.392834 8.867834  -0.085
H 2.118924 24.935949 -1.466271  0.090
O -0.280233 21.441833 3.813014  -0.126
H 0.981733 22.693948 0.505178  0.074
H 0.003833 23.584008 -0.720137  0.088
H -0.988506 22.741044 1.909564  0.019
C 2.183620 24.898939 5.095083  -0.288
O 3.113540 23.827854 4.941305  -0.102
H 2.851667 26.708389 -0.517204  0.076
C -2.433711 25.893062 3.233963  -0.184
C 1.524477 20.810718 7.063900  -0.329
H 0.501499 22.434624 6.838640  0.123
H 3.357722 20.850337 8.094517  0.068
H 4.781470 22.759077 1.227833  0.114
C 2.768078 25.833125 0.145358  -0.167
H -3.203778 26.371540 3.829019  0.069
H 5.802068 21.404120 2.851528  0.087
O 1.399754 22.113064 6.606454  -0.100
H 1.416252 24.639989 5.858699  0.120
H 2.523858 25.567723 3.123650  0.052
H 3.720428 25.767051 0.756939  0.092
H 2.022125 26.199441 0.903239  0.069
O 2.390301 24.665968 -0.574375  -0.137
H -1.458122 26.276067 3.601304  0.079
C 4.364599 22.831978 2.228405  -0.334
H 5.582730 23.011162 6.864834  0.104
H 3.536938 20.484027 6.322630  0.067
H -0.556769 20.496277 3.803170  0.101
C 0.991107 21.478637 3.154931  -0.154
H 4.367087 21.573821 4.028659  0.046

Forces on atoms 1 to 3 (eV/Å):
H -0.394 1.663 0.028
O 0.607 1.190 -0.346
H -0.518 -0.894 -0.216

Its HOMO energy is -9.61 eV. As for the spin multiplicity: 1. As for the SMILES: CCO.CCO.CCO.CO.CO.CO.CO.CO. As for the calculated total energy: -28398.813 eV. As for the charge: 0. The value obtained for the HOMO-LUMO gap is 10.03 eV.